Density functional theory data (ωB97M-V/def2-TZVPD) for a molecular structure, C21H71BNO13PS10Si2.

**HOMO**: -7.829 eV
**LUMO energy**: 0.0115 hartree
**Total energy**: -185105.0015 eV
**Charge**: 0
**Frontier orbital gap**: 0.29916 hartree

Last column: Löwdin charge in e.
Element x y z (Å)
1 C 4.09049 -1.53434 1.44449  -0.3475
2 P 2.51621 -1.81895 2.33121  0.6805
3 O 2.37133 -0.44847 3.28196  -0.4201
4 Si 0.96129 -1.48376 0.75731  0.3575
5 O -0.53558 -1.29426 1.46735  -0.5190
6 Si -1.82592 -1.27068 0.37769  0.5844
7 B -3.51681 -1.85834 1.26852  -0.6977
8 N -4.06548 -1.26685 2.44285  0.1620
9 O -4.21861 -2.89884 0.67983  0.0216
10 H 4.86863 -1.57443 2.19139  0.0187
11 H 4.14839 -0.57412 0.95659  0.0056
12 H 4.29673 -2.31079 0.72557  0.0313
13 H 2.13975 0.31346 2.72555  0.0132
14 H 1.28186 -0.26765 -0.00987  -0.0413
15 H 0.99867 -2.67213 -0.11876  -0.0376
16 H -1.92437 0.09536 -0.20348  -0.0322
17 H -1.47374 -2.19743 -0.71336  -0.0358
18 H -4.24118 -1.90301 3.20695  0.0813
19 H -3.59473 -0.42495 2.75172  0.0304
20 H -4.38791 -3.61444 1.30936  0.0869
21 C -2.34220 3.16309 5.35541  -0.2762
22 S -2.37737 2.73512 3.61712  0.8231
23 O -3.60841 1.92169 3.37303  -0.5709
24 C -1.00686 1.58823 3.69583  -0.2613
25 H -3.15594 3.85610 5.55248  0.0319
26 H -2.46994 2.26542 5.96004  0.0657
27 H -1.38706 3.64062 5.57577  0.0307
28 H -1.23135 0.79345 4.40744  0.0697
29 H -0.10608 2.12311 3.99759  0.0252
30 H -0.86509 1.15715 2.70544  0.0361
31 C 3.98806 2.65376 -2.68214  -0.2698
32 S 4.04883 0.91293 -2.26477  0.8254
33 O 3.00317 0.67770 -1.22659  -0.5934
34 C 5.62285 0.95110 -1.40396  -0.2828
35 H 3.04450 2.84084 -3.18940  0.0086
36 H 4.05040 3.25114 -1.77115  0.0554
37 H 4.81217 2.89382 -3.35341  0.0577
38 H 5.56765 1.66407 -0.57866  0.0552
39 H 6.41010 1.23729 -2.10161  0.0543
40 H 5.82390 -0.04869 -1.02291  0.0008
41 C -3.29916 -5.92544 -2.55411  -0.2523
42 S -2.73313 -5.36591 -0.94354  0.8102
43 O -1.37105 -4.79832 -1.13908  -0.5619
44 C -2.51026 -7.01366 -0.25577  -0.2597
45 H -3.45451 -5.04459 -3.17243  0.0502
46 H -2.54129 -6.56855 -3.00531  0.0503
47 H -4.23976 -6.46320 -2.43692  0.0546
48 H -1.81223 -7.57782 -0.87537  0.0499
49 H -3.47484 -7.51898 -0.21175  0.0528
50 H -2.10831 -6.90214 0.74898  0.0495
51 C -2.36034 8.27333 6.23158  -0.2683
52 S -2.21344 6.49430 6.44016  0.7809
53 O -2.96004 6.13678 7.67259  -0.5388
54 C -0.46616 6.49458 6.85858  -0.2652
55 H -3.39941 8.49503 6.00142  0.0495
56 H -2.07127 8.77388 7.15522  0.0567
57 H -1.72520 8.59301 5.40588  0.0531
58 H -0.30457 7.11823 7.73780  0.0573
59 H 0.10761 6.86487 6.00959  0.0550
60 H -0.17454 5.46853 7.07086  0.0407
61 C 1.37506 -6.92686 -1.97548  -0.2687
62 S 1.23614 -7.46376 -3.68021  0.8033
63 O -0.09043 -8.12548 -3.82259  -0.5670
64 C 2.47024 -8.76590 -3.56365  -0.2778
65 H 0.64865 -6.13026 -1.80689  0.0260
66 H 1.16150 -7.76379 -1.30972  0.0580
67 H 2.38049 -6.54682 -1.79459  0.0552
68 H 2.17839 -9.47656 -2.79091  0.0560
69 H 3.43789 -8.32251 -3.33136  0.0509
70 H 2.51896 -9.26788 -4.52703  0.0464
71 C -0.33669 1.73627 -5.71872  -0.2705
72 S 0.56308 3.28240 -5.72978  0.8253
73 O 1.85998 3.03758 -5.03494  -0.5729
74 C -0.50343 4.12043 -4.55247  -0.2675
75 H 0.18764 1.03680 -6.36527  0.0549
76 H -0.36622 1.34473 -4.70095  0.0626
77 H -1.34561 1.89617 -6.09915  0.0106
78 H -0.52799 3.55689 -3.62002  0.0588
79 H -1.50374 4.20678 -4.97538  0.0545
80 H -0.09219 5.11156 -4.37531  0.0464
81 C 9.23235 -2.69901 -1.94610  -0.2692
82 S 8.04759 -2.52516 -0.60757  0.8164
83 O 6.79704 -1.99184 -1.20892  -0.5593
84 C 8.86764 -1.14224 0.19504  -0.2679
85 H 8.87860 -3.49174 -2.60041  0.0504
86 H 9.29574 -1.76324 -2.50047  0.0587
87 H 10.20438 -2.96917 -1.53449  0.0532
88 H 8.95755 -0.31378 -0.50723  0.0571
89 H 9.85030 -1.45809 0.54374  0.0530
90 H 8.25722 -0.84276 1.04391  0.0487
91 C 3.60608 3.35573 3.52364  -0.2580
92 S 2.78340 3.34128 5.11926  0.8170
93 O 1.40384 3.86315 4.90368  -0.5682
94 C 3.73959 4.67940 5.84082  -0.2690
95 H 3.12504 2.61218 2.89342  0.0380
96 H 3.50786 4.34217 3.07132  0.0617
97 H 4.65530 3.09621 3.65881  0.0576
98 H 3.63347 5.57531 5.22947  0.0577
99 H 4.78503 4.38005 5.90417  0.0538
100 H 3.35116 4.86447 6.83945  0.0488
101 C -8.39017 1.95370 2.44645  -0.2723
102 S -8.49584 1.46297 0.72143  0.7934
103 O -9.78299 0.73809 0.55091  -0.5632
104 C -7.19989 0.22673 0.81071  -0.2779
105 H -9.15664 2.70389 2.62575  0.0461
106 H -8.56554 1.08597 3.08126  0.0568
107 H -7.40520 2.37794 2.64144  0.0528
108 H -7.45544 -0.51907 1.56192  0.0585
109 H -6.25474 0.70704 1.06369  0.0497
110 H -7.11720 -0.25005 -0.16316  0.0501
111 C -4.42164 -0.00377 -9.05496  -0.2699
112 S -4.28829 0.68028 -7.40045  0.8236
113 O -2.99570 1.41723 -7.34620  -0.5653
114 C -4.02542 -0.88665 -6.56362  -0.2671
115 H -4.54546 0.82495 -9.74750  0.0497
116 H -3.51316 -0.55475 -9.29567  0.0592
117 H -5.29238 -0.65665 -9.10455  0.0537
118 H -3.14462 -1.37726 -6.97668  0.0601
119 H -4.90824 -1.51296 -6.68697  0.0539
120 H -3.87080 -0.67762 -5.50776  0.0514